(1)
Molecular formula: C39H56AsBCl2N2O2SSc
Method: DFT, wB97M-V/def2-TZVPD

Output
- HOMO level: -9.83 eV
- Kohn-Sham gap: 7.648 eV
- Spin multiplicity: 1
- E_LUMO: -2.178 eV
- Total charge: +1

Atoms and positions in Å:
Sc: -0.327 -0.492 -1.128
Cl: -1.458 -0.915 -3.547
C: -1.562 -2.650 -3.812
C: -2.324 -3.046 -4.896
C: -2.446 -4.401 -5.145
C: -1.806 -5.302 -4.311
C: -1.048 -4.860 -3.236
Cl: -0.286 -6.062 -2.251
C: -0.893 -3.495 -2.931
S: 0.089 -2.970 -1.573
H: -2.800 -2.311 -5.533
H: -3.034 -4.752 -5.985
H: -1.887 -6.368 -4.489
C: 2.408 -0.704 -3.130
C: 3.635 -0.748 -2.214
C: 3.598 -1.926 -1.234
C: 3.844 0.658 -1.664
C: 4.500 1.561 -2.506
C: 4.700 2.880 -2.145
C: 4.228 3.329 -0.918
C: 3.555 2.474 -0.053
C: 3.063 3.015 1.287
C: 4.231 3.328 2.229
C: 2.181 4.255 1.121
C: 3.374 1.134 -0.440
N: 2.668 0.269 0.473
B: 1.256 -0.032 0.490
N: 1.043 -0.538 1.835
C: 2.259 -0.521 2.528
C: 3.226 -0.054 1.709
C: -0.199 -0.794 2.515
C: -0.929 0.313 2.973
C: -2.143 0.086 3.618
C: -2.625 -1.203 3.792
C: -1.900 -2.282 3.313
C: -0.673 -2.105 2.673
C: 0.114 -3.325 2.220
C: 1.029 -3.833 3.343
C: -0.775 -4.471 1.740
C: -0.418 1.736 2.822
C: 0.325 2.194 4.079
C: -1.535 2.726 2.481
H: 2.154 -1.683 -3.542
H: 2.545 0.010 -3.949
H: 1.536 -0.369 -2.565
H: 4.496 -0.928 -2.859
H: 2.676 -1.979 -0.660
H: 4.429 -1.880 -0.524
H: 3.684 -2.862 -1.795
H: 4.872 1.201 -3.463
H: 5.224 3.556 -2.812
H: 4.393 4.364 -0.625
H: 2.455 2.246 1.762
H: 4.861 4.125 1.816
H: 4.865 2.452 2.387
H: 3.865 3.662 3.206
H: 2.748 5.112 0.740
H: 1.750 4.551 2.085
H: 1.360 4.067 0.426
H: 2.340 -0.840 3.559
H: 4.277 0.097 1.917
H: -2.713 0.928 4.000
H: -3.565 -1.365 4.309
H: -2.279 -3.288 3.464
H: 0.742 -3.021 1.390
H: 0.436 -4.103 4.222
H: 1.764 -3.088 3.647
H: 1.572 -4.723 3.013
H: -1.311 -4.942 2.572
H: -0.162 -5.242 1.267
H: -1.502 -4.137 0.999
H: 0.292 1.743 1.996
H: -0.360 2.230 4.932
H: 0.746 3.197 3.938
H: 1.145 1.515 4.330
H: -2.207 2.892 3.327
H: -2.141 2.380 1.636
H: -1.110 3.698 2.215
C: -1.941 3.646 -1.530
C: -1.277 3.698 -2.912
C: -0.999 2.237 -3.232
O: -0.978 1.573 -1.936
C: -1.183 2.528 -0.861
H: -3.002 3.397 -1.619
H: -1.852 4.581 -0.980
H: -0.347 4.263 -2.858
H: -1.908 4.153 -3.672
H: -0.046 2.076 -3.725
H: -1.785 1.778 -3.825
H: -0.217 2.854 -0.488
H: -1.709 2.016 -0.060
C: -4.600 -0.200 -1.910
As: -3.837 -0.610 -0.231
C: -4.371 0.730 0.989
C: -4.488 -2.281 0.350
O: -2.153 -0.633 -0.325
H: -5.638 0.095 -1.751
H: -4.548 -1.068 -2.558
H: -4.034 0.621 -2.344
H: -5.389 0.526 1.316
H: -4.324 1.699 0.496
H: -3.688 0.700 1.838
H: -5.577 -2.229 0.366
H: -4.095 -2.476 1.347
H: -4.150 -3.047 -0.344

These are the Mulliken partial charges, in e, on atoms 1 to 99: atom 1 (Sc): -2.498, atom 2 (Cl): -0.030, atom 3 (C): 0.431, atom 4 (C): -0.787, atom 5 (C): -0.510, atom 6 (C): -0.748, atom 7 (C): 0.184, atom 8 (Cl): -0.192, atom 9 (C): -0.007, atom 10 (S): 0.022, atom 11 (H): 0.473, atom 12 (H): 0.402, atom 13 (H): 0.438, atom 14 (C): -0.744, atom 15 (C): 0.487, atom 16 (C): -1.391, atom 17 (C): -0.077, atom 18 (C): -0.727, atom 19 (C): -1.619, atom 20 (C): -0.476, atom 21 (C): 0.329, atom 22 (C): 2.126, atom 23 (C): -1.748, atom 24 (C): -1.303, atom 25 (C): 0.062, atom 26 (N): 0.912, atom 27 (B): 2.921, atom 28 (N): 0.961, atom 29 (C): -0.551, atom 30 (C): -1.522, atom 31 (C): -0.529, atom 32 (C): 0.363, atom 33 (C): -0.397, atom 34 (C): -1.181, atom 35 (C): -0.580, atom 36 (C): 0.673, atom 37 (C): 1.752, atom 38 (C): -1.477, atom 39 (C): -1.683, atom 40 (C): 2.489, atom 41 (C): -1.702, atom 42 (C): -1.748, atom 43 (H): 0.398, atom 44 (H): 0.501, atom 45 (H): -0.271, atom 46 (H): 0.749, atom 47 (H): -0.081, atom 48 (H): 0.398, atom 49 (H): 0.402, atom 50 (H): 0.485, atom 51 (H): 0.391, atom 52 (H): 0.392, atom 53 (H): -0.776, atom 54 (H): 0.361, atom 55 (H): 0.318, atom 56 (H): 0.433, atom 57 (H): 0.429, atom 58 (H): 0.365, atom 59 (H): 0.119, atom 60 (H): 0.536, atom 61 (H): 0.655, atom 62 (H): 0.417, atom 63 (H): 0.405, atom 64 (H): 0.392, atom 65 (H): -0.844, atom 66 (H): 0.351, atom 67 (H): 0.258, atom 68 (H): 0.434, atom 69 (H): 0.454, atom 70 (H): 0.424, atom 71 (H): 0.182, atom 72 (H): -1.372, atom 73 (H): 0.378, atom 74 (H): 0.409, atom 75 (H): 0.298, atom 76 (H): 0.404, atom 77 (H): 0.194, atom 78 (H): 0.447, atom 79 (C): -0.543, atom 80 (C): -0.714, atom 81 (C): -0.763, atom 82 (O): 0.405, atom 83 (C): 1.785, atom 84 (H): 0.324, atom 85 (H): 0.422, atom 86 (H): 0.331, atom 87 (H): 0.417, atom 88 (H): 0.227, atom 89 (H): 0.395, atom 90 (H): -0.719, atom 91 (H): -1.289, atom 92 (C): -0.966, atom 93 (As): 0.644, atom 94 (C): -0.739, atom 95 (C): -1.020, atom 96 (O): 0.192, atom 97 (H): 0.484, atom 98 (H): 0.320, atom 99 (H): 0.134

=====

(2)
Molecular formula: H6O3
Method: DFT, wB97M-V/def2-TZVPD

Output
- HOMO level: -11.52 eV
- Kohn-Sham gap: 11.793 eV
- Spin multiplicity: 1
- SMILES: O.O.O
- Energy relative to the best compared isomer or geometry (same formula, charge and spin): 60.72 kJ/mol
- E_LUMO: 0.271 eV

Atoms and positions in Å:
O: -2.600 -0.623 2.146
H: -1.824 -0.083 1.996
H: -2.747 -1.070 1.312
O: -0.622 0.454 -1.869
H: -1.245 0.991 -2.358
H: -1.093 -0.360 -1.693
O: 3.558 -0.045 0.364
H: 2.641 -0.024 0.090
H: 3.933 0.762 0.012

Here is what Mulliken gives for the atomic charges, in e: atom 1 (O): -0.629, atom 2 (H): 0.322, atom 3 (H): 0.308, atom 4 (O): -0.629, atom 5 (H): 0.317, atom 6 (H): 0.312, atom 7 (O): -0.640, atom 8 (H): 0.320, atom 9 (H): 0.318

=====

(3)
Molecular formula: C44H46FIIrNOP
Method: DFT, wB97M-V/def2-TZVPD

Output
- HOMO level (spin up / spin down): -13.42 / -13.50 eV
- Kohn-Sham gap (spin up / spin down): 5.142 / 5.343 eV
- Spin multiplicity: 2
- Energy relative to the best compared isomer or geometry (same formula, charge and spin): 141.27 kJ/mol
- E_LUMO (spin up / spin down): -8.277 / -8.161 eV
- Total charge: +2

Atoms and positions in Å:
Ir: 0.075 0.511 0.061
C: 1.735 -2.567 3.182
C: 2.283 -2.672 1.756
C: 3.006 -4.007 1.557
C: 3.182 -1.484 1.465
C: 4.353 -1.388 2.212
C: 5.219 -0.327 2.051
C: 4.925 0.660 1.129
C: 3.770 0.627 0.356
C: 3.614 1.725 -0.680
C: 3.417 1.207 -2.101
C: 2.544 2.714 -0.234
C: 2.894 -0.462 0.543
N: 1.704 -0.633 -0.300
C: 1.784 -1.640 -1.214
C: 3.053 -2.178 -1.598
C: 3.167 -3.088 -2.614
C: 2.024 -3.540 -3.284
C: 0.768 -3.081 -2.916
C: 0.662 -2.160 -1.906
F: -0.572 -1.809 -1.514
H: 1.024 -3.372 3.381
H: 1.236 -1.612 3.360
H: 2.541 -2.653 3.912
H: 1.441 -2.659 1.067
H: 3.750 -4.177 2.335
H: 3.514 -4.051 0.593
H: 2.294 -4.832 1.601
H: 4.587 -2.166 2.926
H: 6.132 -0.276 2.628
H: 5.624 1.472 0.974
H: 4.561 2.270 -0.680
H: 2.405 0.849 -2.279
H: 4.118 0.403 -2.331
H: 3.607 2.013 -2.811
H: 1.589 2.187 -0.109
H: 2.402 3.521 -0.954
H: 2.780 3.141 0.740
H: 3.937 -1.802 -1.105
H: 4.143 -3.447 -2.906
H: 2.115 -4.257 -4.088
H: -0.134 -3.443 -3.390
I: -1.006 -1.437 1.325
C: -1.611 -1.090 3.275
C: -1.790 -2.278 3.929
C: -2.274 -2.284 5.252
C: -2.563 -1.097 5.847
C: -2.378 0.135 5.171
C: -2.723 1.333 5.840
C: -2.565 2.538 5.234
C: -2.023 2.587 3.939
C: -1.674 1.455 3.234
P: -1.089 1.927 1.563
C: -2.619 2.498 0.779
C: -3.389 1.568 0.085
C: -4.627 1.928 -0.428
C: -5.099 3.221 -0.259
C: -4.336 4.154 0.433
C: -3.107 3.795 0.961
C: 0.009 3.317 1.906
C: 0.052 4.442 1.085
C: 0.955 5.461 1.356
C: 1.835 5.347 2.422
C: 1.820 4.211 3.221
C: 0.911 3.197 2.966
C: -1.867 0.178 3.841
H: -1.573 -3.221 3.443
H: -2.413 -3.223 5.768
H: -2.947 -1.069 6.858
H: -3.118 1.264 6.845
H: -2.839 3.457 5.734
H: -1.878 3.564 3.498
H: -3.027 0.559 -0.071
H: -5.218 1.199 -0.966
H: -6.064 3.502 -0.658
H: -4.703 5.162 0.570
H: -2.536 4.533 1.505
H: -0.615 4.537 0.244
H: 0.968 6.344 0.732
H: 2.534 6.145 2.632
H: 2.510 4.119 4.048
H: 0.894 2.324 3.608
C: 0.474 1.890 -3.841
C: -0.593 1.817 -2.762
C: -1.847 1.159 -3.300
C: -0.867 3.198 -2.217
O: -0.043 0.922 -1.712
H: 0.041 2.331 -4.738
H: 0.842 0.895 -4.093
H: 1.316 2.503 -3.530
H: -2.263 1.754 -4.111
H: -2.604 1.068 -2.523
H: -1.623 0.163 -3.684
H: -1.111 3.865 -3.044
H: 0.020 3.588 -1.720
H: -1.706 3.197 -1.526

Here is what Mulliken gives for the atomic charges, in e: atom 1 (Ir): 0.664, atom 2 (C): -1.560, atom 3 (C): 1.248, atom 4 (C): -1.748, atom 5 (C): 0.982, atom 6 (C): -0.797, atom 7 (C): -1.585, atom 8 (C): -1.146, atom 9 (C): 0.469, atom 10 (C): 0.309, atom 11 (C): -1.264, atom 12 (C): -1.224, atom 13 (C): 0.081, atom 14 (N): 0.428, atom 15 (C): 1.374, atom 16 (C): -0.764, atom 17 (C): -1.054, atom 18 (C): -0.644, atom 19 (C): -0.845, atom 20 (C): 0.211, atom 21 (F): -0.225, atom 22 (H): 0.381, atom 23 (H): 0.376, atom 24 (H): 0.400, atom 25 (H): -0.269, atom 26 (H): 0.366, atom 27 (H): 0.350, atom 28 (H): 0.467, atom 29 (H): 0.450, atom 30 (H): 0.456, atom 31 (H): 0.511, atom 32 (H): 0.769, atom 33 (H): -0.160, atom 34 (H): 0.348, atom 35 (H): 0.569, atom 36 (H): 0.182, atom 37 (H): 0.562, atom 38 (H): 0.374, atom 39 (H): 0.660, atom 40 (H): 0.531, atom 41 (H): 0.449, atom 42 (H): 0.593, atom 43 (I): 0.090, atom 44 (C): 0.706, atom 45 (C): -0.708, atom 46 (C): -1.093, atom 47 (C): -0.858, atom 48 (C): 1.114, atom 49 (C): -0.872, atom 50 (C): -1.397, atom 51 (C): -0.212, atom 52 (C): 1.067, atom 53 (P): 1.217, atom 54 (C): 0.917, atom 55 (C): -0.763, atom 56 (C): -0.496, atom 57 (C): -0.646, atom 58 (C): -0.839, atom 59 (C): -0.275, atom 60 (C): 0.500, atom 61 (C): -0.616, atom 62 (C): -1.022, atom 63 (C): -0.709, atom 64 (C): -0.918, atom 65 (C): -0.723, atom 66 (C): -0.308, atom 67 (H): 0.455, atom 68 (H): 0.440, atom 69 (H): 0.438, atom 70 (H): 0.438, atom 71 (H): 0.480, atom 72 (H): 0.360, atom 73 (H): 0.322, atom 74 (H): 0.502, atom 75 (H): 0.426, atom 76 (H): 0.471, atom 77 (H): 0.349, atom 78 (H): 0.445, atom 79 (H): 0.484, atom 80 (H): 0.427, atom 81 (H): 0.489, atom 82 (H): 0.435, atom 83 (C): -1.808, atom 84 (C): 1.578, atom 85 (C): -1.558, atom 86 (C): -0.858, atom 87 (O): 0.390, atom 88 (H): 0.536, atom 89 (H): 0.342, atom 90 (H): 0.326, atom 91 (H): 0.449, atom 92 (H): 0.207, atom 93 (H): 0.339, atom 94 (H): 0.620, atom 95 (H): 0.039, atom 96 (H): 0.008

=====

(4)
Molecular formula: C2HP
Method: DFT, wB97M-V/def2-TZVPD

Output
- HOMO level (spin up / spin down): -9.14 / -9.15 eV
- Kohn-Sham gap (spin up / spin down): 6.128 / 6.141 eV
- Spin multiplicity: 1
- Energy relative to the best compared isomer or geometry (same formula, charge and spin): 362.98 kJ/mol
- E_LUMO (spin up / spin down): -3.007 / -3.005 eV

Atoms and positions in Å:
C: 0.556 -0.034 0.695
C: 1.682 -0.504 1.056
P: -0.827 0.759 0.289
H: -1.411 -0.221 -2.040

Here is what Mulliken gives for the atomic charges, in e: atom 1 (C): 0.137, atom 2 (C): -0.022, atom 3 (P): -0.048, atom 4 (H): -0.066